[1]
Computed, not measured: an isolated ion of composition C12H21I3NO3 and charge +1, with ωB97M-V/def2-TZVPD.

```
40
Properties=species:S:1:pos:R:3:mulliken_charge:R:1
I -1.650 -1.673 -1.022 0.228
H -0.409 0.665 2.114 0.425
H -0.784 0.869 -3.113 0.279
H -0.397 -5.221 1.002 0.430
H -2.383 1.751 -1.627 0.197
H -0.565 -1.008 2.621 0.479
C -0.112 1.715 -3.251 -0.448
H 2.463 -0.203 0.954 0.291
H -0.588 0.753 -0.139 0.647
C 0.138 -0.264 2.255 -0.823
C 0.013 -3.122 0.951 0.431
I 1.313 -3.562 2.529 0.182
C 0.956 1.765 -2.161 -0.851
H -3.912 2.348 -2.350 0.370
C -2.931 1.932 -2.549 -0.759
I 2.293 1.794 2.915 0.192
H 0.152 -0.964 4.887 0.366
C 0.613 0.001 4.672 -1.400
H 0.668 2.550 -1.458 0.478
C 1.233 -0.042 3.282 -0.163
H -0.691 -4.470 -0.559 0.417
C -2.192 2.893 -3.443 0.592
C -0.139 -1.909 0.410 -0.543
N 0.622 -0.696 0.849 1.189
H 0.813 -0.399 -2.011 0.347
O -0.839 2.949 -3.275 -0.331
H -1.816 -4.209 0.804 0.377
C 0.470 0.522 -0.070 -2.038
H 1.362 0.234 5.421 0.434
O 1.981 -1.046 0.849 -0.395
H 0.937 1.322 0.501 0.381
H -0.167 0.761 4.724 0.401
H 1.905 2.087 -2.583 0.368
O -2.737 3.623 -4.208 -0.514
H 1.983 -0.821 3.237 0.414
C -0.771 -4.326 0.516 -1.503
H 2.235 0.278 -1.269 0.449
H 0.364 1.631 -4.227 0.337
H -3.042 0.980 -3.069 0.230
C 1.167 0.433 -1.409 -0.159
```

As for the total charge: +1. As for the SMILES: CC(=O)OCCCC[N@@+](O)(C[C@H](C)I)/C(I)=C(/C)I.

***

[2]
Computed, not measured: a 2-piece molecular cluster, C12H21N2 overall, with ωB97M-V/def2-TZVPD.

```
35
Properties=species:S:1:pos:R:3:mulliken_charge:R:1
C 2.851 2.567 0.165 -0.689
N 1.616 0.545 -0.267 -0.101
H 0.162 -0.452 1.527 0.541
H 0.153 -3.672 -1.465 0.316
H -1.067 -2.671 1.050 0.331
H -1.151 -4.486 -0.863 0.400
H 0.682 -2.617 0.566 0.407
H 0.520 -0.995 -0.922 0.567
C -1.803 -2.579 -1.637 -0.610
H 2.277 -0.461 1.497 0.213
C -0.781 -3.445 -0.934 -0.746
C 2.660 0.171 0.661 -0.674
H 2.800 1.814 2.157 0.256
C -0.341 -2.522 0.192 -0.683
H -3.351 2.877 1.725 0.388
N -0.370 -1.115 -0.404 0.322
C 1.760 1.787 -0.513 -0.612
H -3.700 2.598 -0.034 0.340
H -2.124 -2.727 -2.619 0.432
H 4.376 1.251 1.256 0.407
C -0.406 -0.109 0.672 -0.418
C -3.348 2.175 0.876 -1.200
H 2.421 3.397 0.699 0.271
C -1.202 0.923 0.687 -0.208
C -1.461 -1.084 -1.523 -0.452
C -1.835 2.025 0.637 -0.323
H -2.586 -2.830 -0.977 0.312
H 3.486 -0.292 0.070 0.408
H -3.759 1.210 1.272 0.315
C 3.352 1.516 1.231 -0.684
H 3.680 3.066 -0.286 0.365
H -2.400 -0.386 -1.339 0.198
H -0.981 -0.554 -2.371 0.366
H -1.281 2.884 0.418 0.539
H 1.148 2.195 -1.208 0.705
```

As for the total charge: +1. The value obtained for the energy above the lowest of the compared OMol25 structures with the same formula, charge and spin is 94.9 kcal/mol.

***

Number 1: frontier orbital gap 9.10 eV, DFT total energy -44709.6924 eV. Number 2: frontier orbital gap 10.26 eV, DFT total energy -15754.2897 eV.